Record 1
70
Properties=species:S:1:pos:R:3:forces:R:3:mulliken_charge:R:1 method="wB97M-V/def2-TZVPD" relative_energy_ev=0.610 e_homo_ev=-16.55 energy_ha=-2455.12590 molar_mass_g_mol=871.553 charge=+3 gap_ev=6.1
Pt 0.147 0.123 0.512 -0.7 -0.6 0.2 2.280
I -1.172 -1.511 -1.140 0.3 0.6 0.0 0.392
C -2.144 -2.842 0.108 -0.2 0.1 0.2 0.910
C -3.444 -3.096 -0.263 0.1 0.0 0.0 -0.729
C -4.172 -4.110 0.378 0.0 0.0 0.0 -0.979
C -3.574 -4.818 1.379 0.0 0.0 0.0 -0.787
C -2.248 -4.544 1.794 0.0 0.0 0.0 0.643
C -1.677 -5.334 2.821 0.0 0.0 0.0 -0.856
C -0.396 -5.126 3.234 0.0 0.0 0.0 -1.308
C 0.346 -4.078 2.672 0.0 0.0 0.0 -0.513
C -0.160 -3.264 1.671 -0.1 0.1 0.0 1.102
P 1.033 -2.006 1.139 0.1 0.1 0.2 0.183
C 2.020 -2.662 -0.200 -0.1 0.0 -0.1 1.153
C 1.692 -3.913 -0.733 0.0 0.0 0.0 -0.897
C 2.462 -4.451 -1.751 0.0 0.0 0.0 -0.827
C 3.551 -3.746 -2.246 0.0 0.0 0.0 -0.779
C 3.874 -2.498 -1.724 0.0 0.0 0.0 -1.155
C 3.109 -1.947 -0.711 0.0 0.1 0.0 -0.450
C 2.037 -1.657 2.580 0.1 0.0 0.0 0.493
C 1.395 -1.248 3.755 0.0 0.0 0.0 0.006
C 2.137 -0.988 4.890 0.0 0.0 0.0 -0.813
C 3.523 -1.118 4.856 0.0 0.0 0.0 -0.747
C 4.162 -1.523 3.694 0.0 0.0 0.0 -0.845
C 3.425 -1.796 2.550 0.0 0.0 0.0 -0.464
C -1.483 -3.513 1.172 0.0 -0.2 -0.2 0.154
H -3.905 -2.538 -1.068 0.0 0.0 0.0 0.516
H -5.185 -4.324 0.068 0.0 0.0 0.0 0.451
H -4.112 -5.614 1.878 0.0 0.0 0.0 0.456
H -2.278 -6.117 3.266 0.0 0.0 0.0 0.475
H 0.049 -5.743 4.001 0.0 0.0 0.0 0.498
H 1.351 -3.922 3.038 0.0 0.0 0.0 0.661
H 0.854 -4.479 -0.347 0.0 0.0 0.0 0.443
H 2.220 -5.427 -2.148 0.0 0.0 0.0 0.499
H 4.153 -4.171 -3.038 0.0 0.0 0.0 0.473
H 4.731 -1.957 -2.104 0.0 0.0 0.0 0.515
H 3.362 -0.974 -0.309 0.0 -0.1 0.0 0.779
H 0.316 -1.145 3.785 0.0 0.0 0.0 0.327
H 1.643 -0.684 5.803 0.0 0.0 0.0 0.485
H 4.105 -0.912 5.745 0.0 0.0 0.0 0.451
H 5.237 -1.648 3.680 0.0 0.0 0.0 0.486
H 3.929 -2.142 1.660 0.0 0.0 0.0 0.553
N -2.648 1.543 3.008 0.0 0.0 0.0 -0.047
C -2.854 0.236 3.393 0.0 0.0 0.0 -0.977
C -2.078 -0.538 2.592 -0.1 0.1 0.0 -0.349
N -1.418 0.302 1.721 0.3 -0.2 0.4 0.449
C -1.771 1.559 2.003 -0.1 0.1 -0.1 0.450
C -1.193 2.604 1.189 -0.1 -0.1 -0.1 0.211
N -0.427 2.190 0.189 -0.1 0.1 0.0 -0.137
C 0.109 3.306 -0.395 -0.1 0.0 -0.1 -0.238
C -0.381 4.405 0.249 0.0 0.0 0.0 -0.746
N -1.200 3.943 1.248 0.0 0.0 0.0 -0.043
H -3.114 2.342 3.413 0.0 0.0 0.0 0.208
H -3.543 -0.029 4.176 0.0 0.0 0.0 0.418
H -1.988 -1.608 2.554 0.1 0.0 0.1 0.558
H 0.763 3.258 -1.247 0.0 0.0 0.0 0.457
H -0.230 5.456 0.070 0.0 0.0 0.0 0.430
H -1.691 4.529 1.907 0.0 0.0 0.0 0.192
C 1.340 0.536 -4.056 0.0 0.0 0.0 -1.416
C 1.667 0.648 -2.601 -0.2 -0.2 -0.1 0.384
N 2.798 1.230 -2.253 0.0 0.0 0.2 -0.099
O 0.833 0.183 -1.770 0.6 0.3 0.2 -0.429
H 2.156 0.867 -4.694 0.0 0.0 0.0 0.493
H 0.455 1.137 -4.267 0.0 0.0 0.0 0.283
H 1.099 -0.501 -4.289 0.0 0.0 0.0 0.287
H 3.424 1.576 -2.962 0.0 0.0 0.0 0.212
H 3.056 1.311 -1.275 0.0 0.0 0.0 0.317
O 1.108 1.163 2.117 -0.1 -0.3 -0.5 -0.711
C 2.283 1.325 1.643 0.2 0.0 -0.3 -0.259
O 2.561 0.865 0.528 0.3 0.1 0.0 -0.606
H 3.017 1.876 2.238 -0.1 0.0 0.1 0.473

***

Record 2
79
Properties=species:S:1:pos:R:3:forces:R:3:mulliken_charge:R:1 method="wB97M-V/def2-TZVPD" s2=2.02 multiplicity=3 relative_energy_ev=0.163 e_homo_ev="-7.17 / -7.15" energy_ha=-6334.90295 molar_mass_g_mol=886.158 gap_ev="6.8 / 7.2"
V 0.392 0.811 0.066 0.5 -0.4 -0.2 -0.040
C 5.224 -3.264 -0.206 0.0 0.0 0.0 -1.217
C 4.032 -2.961 -1.027 0.0 0.0 0.0 1.084
N 3.785 -3.414 -2.214 0.0 0.0 0.0 -0.973
N 2.592 -2.835 -2.546 0.0 0.0 0.0 0.423
C 2.096 -2.028 -1.603 0.0 0.0 0.0 0.098
S 0.637 -1.188 -1.691 0.1 0.0 0.1 -0.413
N 3.027 -2.116 -0.613 0.0 0.0 0.0 0.657
N 3.000 -1.531 0.647 0.0 0.0 0.0 -0.910
H 5.809 -4.031 -0.705 0.0 0.0 0.0 0.384
H 4.925 -3.603 0.785 0.0 0.0 0.0 0.275
H 5.831 -2.368 -0.078 0.0 0.0 0.0 0.265
H 2.165 -3.014 -3.438 0.0 0.0 0.0 0.242
H 2.074 -1.672 1.043 0.0 0.0 0.0 0.098
H 3.141 -0.528 0.528 0.0 0.0 0.0 0.218
S 1.721 1.055 2.295 0.0 -0.1 0.0 -0.421
C 0.867 2.549 2.135 0.0 0.0 0.0 0.981
C 0.982 3.663 2.972 0.0 0.0 0.0 -0.852
C 0.231 4.781 2.687 0.0 0.0 0.0 -0.204
C -0.624 4.792 1.583 0.0 0.0 0.0 -1.077
C -0.692 3.667 0.799 0.0 0.0 0.0 -0.328
N 0.040 2.578 1.073 -0.2 0.1 0.1 0.507
H 1.661 3.626 3.812 0.0 0.0 0.0 0.477
H 0.309 5.657 3.318 0.0 0.0 0.0 0.412
H -1.218 5.661 1.339 0.0 0.0 0.0 0.451
H -1.330 3.608 -0.071 0.0 0.0 0.0 0.353
N -0.575 -0.691 1.041 -0.4 0.3 0.0 0.161
S -0.801 -0.755 2.632 0.1 -0.1 0.0 0.253
C -2.384 -1.536 2.927 0.0 0.0 -0.1 0.598
C -2.642 -1.998 4.215 0.0 0.0 0.0 -0.607
C -3.879 -2.547 4.497 0.0 0.0 0.0 -0.671
C -4.848 -2.630 3.502 0.0 0.0 0.0 -0.475
C -4.578 -2.159 2.229 0.0 0.0 0.0 -0.724
C -3.339 -1.599 1.931 0.0 0.0 0.0 -0.159
C 0.256 -2.081 3.218 0.0 0.0 0.0 0.153
C 1.182 -1.793 4.206 0.0 0.0 0.0 -0.064
C 2.059 -2.790 4.616 0.0 0.0 0.0 -0.685
C 2.007 -4.044 4.030 0.0 0.0 0.0 -0.441
C 1.073 -4.319 3.034 0.0 0.0 0.0 -0.762
C 0.189 -3.337 2.626 0.0 0.0 0.0 -0.245
H -0.993 -1.455 0.519 0.1 -0.1 0.0 0.270
H -1.882 -1.940 4.984 0.0 0.0 0.0 0.430
H -4.089 -2.913 5.493 0.0 0.0 0.0 0.394
H -5.814 -3.063 3.726 0.0 0.0 0.0 0.387
H -5.328 -2.217 1.452 0.0 0.0 0.0 0.465
H -3.142 -1.217 0.940 0.0 0.0 -0.1 0.148
H 1.231 -0.796 4.624 0.0 0.0 0.0 0.465
H 2.791 -2.579 5.385 0.0 0.0 0.0 0.429
H 2.697 -4.815 4.346 0.0 0.0 0.0 0.417
H 1.034 -5.302 2.582 0.0 0.0 0.0 0.445
H -0.549 -3.543 1.859 0.0 0.0 0.0 0.375
O -0.010 1.651 -3.425 0.1 0.0 0.0 -0.393
C -1.000 1.635 -2.734 -0.1 -0.1 -0.1 -0.484
N -1.073 1.198 -1.423 0.0 0.0 0.2 0.703
S -2.619 0.953 -0.966 -0.2 0.0 0.1 1.195
O -2.869 1.569 0.313 -0.1 0.0 -0.1 -0.622
O -2.978 -0.441 -1.084 0.0 0.0 0.0 -0.731
C -3.348 1.836 -2.306 0.1 0.0 0.0 0.165
C -4.664 2.182 -2.532 0.0 0.0 0.0 -0.692
C -4.944 2.851 -3.718 0.0 0.0 0.0 -0.587
C -3.936 3.139 -4.635 0.0 0.0 0.0 -0.594
C -2.620 2.766 -4.394 0.0 0.0 0.0 -0.472
C -2.343 2.109 -3.210 0.0 0.0 0.0 0.163
H -5.440 1.952 -1.814 0.0 0.0 0.0 0.488
H -5.961 3.154 -3.931 0.0 0.0 0.0 0.401
H -4.185 3.666 -5.547 0.0 0.0 0.0 0.414
H -1.820 2.986 -5.089 0.0 0.0 0.0 0.547
C 2.665 -0.349 -4.803 0.0 0.0 0.0 -0.727
S 3.839 0.415 -3.651 0.0 0.0 0.0 -0.069
C 3.000 1.924 -3.346 0.0 0.0 0.0 0.325
C 2.519 2.333 -2.163 -0.1 0.0 0.0 -0.154
S 2.595 1.575 -0.589 0.0 0.1 0.0 -0.385
S 1.749 3.903 -2.175 0.0 0.0 0.0 -0.048
C 1.839 4.218 -3.872 0.0 -0.1 0.0 0.113
S 1.151 5.512 -4.609 0.0 0.1 0.0 -0.231
S 2.753 3.010 -4.698 0.0 0.0 0.0 -0.175
H 3.111 -1.293 -5.113 0.0 0.0 0.0 0.357
H 2.527 0.273 -5.684 0.0 0.0 0.0 0.401
H 1.709 -0.509 -4.306 0.0 0.0 0.0 0.046

***

Record 3
71
Properties=species:S:1:pos:R:3:forces:R:3:mulliken_charge:R:1 method="wB97M-V/def2-TZVPD" relative_energy_ev=0.177 e_homo_ev=-12.99 energy_ha=-2626.61430 molar_mass_g_mol=787.832 charge=+2 gap_ev=6.0
Pt 0.274 -0.759 0.566 -1.0 -1.3 -0.1 0.677
C 2.665 -0.933 -3.053 0.1 0.6 0.1 -0.510
C 1.901 -1.345 -1.974 -0.1 -0.3 0.2 -0.028
N 1.490 -0.481 -1.045 0.6 0.9 -0.5 -0.067
C 1.840 0.841 -1.204 0.4 -1.1 -1.0 0.334
C 2.637 1.202 -2.299 -0.6 0.3 1.0 -0.481
N 3.031 0.338 -3.197 0.3 -0.8 -0.7 -0.534
C 1.338 1.755 -0.201 -0.9 0.4 1.1 0.075
C 1.659 3.088 -0.028 -0.2 -0.1 0.2 -0.391
C 1.138 3.804 1.064 0.0 -0.6 -0.2 0.991
C 0.294 3.129 1.962 0.0 -0.3 -0.1 -0.544
C -0.033 1.799 1.748 0.9 0.5 -1.4 0.168
N 0.467 1.164 0.653 0.8 1.3 0.5 -0.054
C -0.861 0.935 2.558 -0.8 -1.3 0.8 0.245
C -1.629 1.336 3.664 0.8 0.2 -1.0 -0.386
N -2.414 0.514 4.306 -0.6 -0.8 0.5 -0.521
C -2.486 -0.753 3.898 0.1 0.7 0.2 -0.577
C -1.721 -1.209 2.842 0.3 -0.2 -0.3 -0.030
N -0.894 -0.393 2.180 -0.4 1.1 0.7 0.115
C 1.484 5.217 1.257 0.1 0.7 0.1 0.926
C 0.671 6.056 2.028 0.0 -0.2 -0.1 -0.588
C 1.003 7.396 2.151 -0.2 -0.7 -0.1 -0.464
N 2.057 7.887 1.547 0.3 1.7 0.2 -0.539
C 2.851 7.141 0.821 -0.1 -0.7 -0.1 -0.465
C 2.615 5.784 0.657 -0.2 -0.1 0.1 -0.537
H 3.016 -1.626 -3.802 -0.1 -0.2 0.0 0.436
H 1.664 -2.389 -1.827 -0.1 0.1 0.1 0.435
H 2.961 2.221 -2.448 -0.1 0.2 0.1 0.424
H 2.312 3.572 -0.731 0.1 0.1 -0.1 0.336
H -0.069 3.627 2.845 0.0 0.1 0.1 0.531
H -1.600 2.355 4.025 0.0 0.1 -0.1 0.416
H -3.153 -1.401 4.446 -0.1 -0.2 -0.1 0.435
H -1.755 -2.243 2.528 0.0 0.1 0.0 0.443
H -0.221 5.697 2.511 -0.2 -0.1 0.0 0.366
H 0.401 8.083 2.727 -0.1 0.0 0.1 0.390
H 3.688 7.636 0.348 0.1 -0.1 0.0 0.392
H 3.321 5.201 0.089 0.1 -0.1 -0.1 0.359
C -2.798 -3.444 -5.552 -0.1 -0.2 -0.1 -1.455
C -2.401 -2.231 -4.800 0.1 0.5 -0.1 0.879
C -2.137 -1.008 -5.367 0.0 -0.1 0.2 -0.856
C -1.815 0.077 -4.526 -0.2 -0.6 -0.1 0.854
N -1.713 -0.075 -3.214 0.2 0.7 -0.2 -0.431
C -1.982 -1.244 -2.667 -0.2 -0.7 0.7 0.164
S -2.002 -1.474 -0.996 -0.3 -0.1 0.2 -0.444
N -2.311 -2.323 -3.451 0.0 0.2 -0.5 0.010
C -1.632 1.436 -5.080 0.1 0.2 -0.1 -1.223
H -2.812 -3.248 -6.620 0.0 0.0 0.0 0.365
H -3.792 -3.770 -5.244 0.0 0.0 0.0 0.371
H -2.106 -4.262 -5.354 0.1 -0.1 0.0 0.368
H -2.183 -0.872 -6.434 -0.1 -0.1 -0.1 0.408
H -2.542 -3.198 -2.992 0.0 0.3 0.0 0.284
H -1.468 1.401 -6.153 0.0 0.1 0.0 0.396
H -0.810 1.942 -4.581 0.0 0.0 0.0 0.307
H -2.535 2.022 -4.890 0.0 0.0 0.0 0.290
C -0.734 -4.267 0.119 0.2 0.7 0.5 -1.361
S 0.475 -3.071 0.774 0.0 -0.8 0.6 1.139
O 1.753 -3.416 0.173 0.8 -0.3 -0.6 -0.709
C 0.577 -3.443 2.540 -0.3 0.4 -0.4 -0.029
C 1.377 -2.552 3.241 0.3 0.2 -0.1 -0.383
C 1.554 -2.708 4.604 0.0 0.0 -0.2 -0.825
C 0.892 -3.730 5.267 0.0 0.0 0.0 -0.522
C 0.091 -4.613 4.564 0.0 0.0 0.0 -0.799
C -0.064 -4.481 3.192 -0.1 -0.1 -0.1 -0.042
H -0.500 -5.252 0.499 0.2 -0.1 0.2 0.629
H -0.594 -4.256 -0.956 0.0 0.2 -0.1 0.312
H -1.736 -3.951 0.380 -0.2 0.0 0.0 0.406
H 1.872 -1.750 2.696 0.0 -0.1 0.2 0.444
H 2.213 -2.043 5.139 0.0 0.1 0.1 0.452
H 1.003 -3.841 6.334 0.0 0.0 0.1 0.450
H -0.416 -5.407 5.086 -0.1 -0.1 0.0 0.442
H -0.669 -5.194 2.660 -0.2 -0.1 -0.1 0.329

***

Record 4
71
Properties=species:S:1:pos:R:3:forces:R:3:mulliken_charge:R:1 method="wB97M-V/def2-TZVPD" s2=2.03 multiplicity=3 e_homo_ev="-9.65 / -9.56" energy_ha=-2266.09919 molar_mass_g_mol=760.654 charge=+1 gap_ev="7.6 / 4.6"
Au -0.502 0.404 -0.036 -0.4 0.1 -0.6 1.130
C 4.660 -2.418 -3.958 -0.1 0.1 0.0 -1.607
C 3.404 -1.716 -3.511 0.1 0.0 -0.1 0.083
C 3.014 -0.497 -4.068 0.0 0.0 0.0 -0.921
C 1.915 0.177 -3.589 0.1 0.1 -0.1 -0.208
C 1.123 -0.321 -2.544 -0.3 0.0 0.1 0.726
N 0.111 0.500 -2.032 0.2 0.1 0.0 0.034
C -0.849 1.050 -2.877 0.2 -0.2 0.0 0.619
C -1.325 0.366 -4.007 0.0 -0.1 0.0 -0.102
C -2.294 0.901 -4.831 0.0 0.0 0.0 -1.135
C -2.869 2.146 -4.565 -0.1 -0.1 -0.2 0.465
C -3.962 2.706 -5.440 0.1 -0.1 0.1 -1.536
C -2.411 2.829 -3.456 0.0 0.2 0.2 -0.524
C -1.409 2.311 -2.638 0.0 0.2 0.1 -0.047
N -0.932 3.140 -1.571 0.0 -0.1 -0.1 0.243
C -0.777 4.481 -1.594 0.1 0.0 0.0 -0.127
C -0.330 4.876 -0.355 0.0 0.0 0.1 -1.112
C -0.231 3.689 0.381 0.0 0.0 0.0 -0.394
N -0.600 2.654 -0.362 -0.1 0.0 0.2 -0.283
C 1.467 -1.582 -2.046 -0.1 -0.1 0.1 0.673
C 2.609 -2.240 -2.515 -0.1 -0.2 0.2 -0.896
N 0.648 -2.279 -1.086 0.1 0.0 -0.1 0.682
C 0.819 -3.537 -0.628 0.1 0.0 0.0 0.058
C -0.238 -3.843 0.199 -0.1 0.0 0.1 -1.187
C -1.026 -2.696 0.196 -0.1 0.0 -0.1 -0.361
N -0.496 -1.762 -0.594 0.1 -0.1 0.4 -0.772
H 4.834 -2.275 -5.024 0.0 0.0 0.0 0.393
H 4.613 -3.489 -3.759 0.0 0.0 0.0 0.365
H 5.529 -2.021 -3.429 0.0 0.0 0.0 0.297
H 3.601 -0.064 -4.871 0.0 0.0 0.0 0.404
H 1.643 1.140 -4.008 0.0 0.0 0.0 0.539
H -0.903 -0.608 -4.225 0.0 0.0 0.0 0.539
H -2.633 0.333 -5.690 0.0 0.0 0.0 0.407
H -3.783 2.464 -6.488 0.0 0.0 0.0 0.387
H -4.036 3.789 -5.348 0.0 0.0 0.0 0.364
H -4.933 2.281 -5.172 0.0 0.0 0.0 0.302
H -2.839 3.797 -3.210 0.0 -0.1 0.0 0.514
H -0.958 5.053 -2.489 0.0 -0.1 0.0 0.516
H -0.093 5.877 -0.035 0.0 -0.1 0.0 0.431
H 0.107 3.535 1.396 -0.1 0.0 -0.1 0.481
H 2.886 -3.202 -2.101 0.0 0.1 0.0 0.166
H 1.647 -4.156 -0.924 0.0 0.1 0.0 0.434
H -0.406 -4.770 0.722 0.0 0.0 -0.1 0.482
H -1.962 -2.494 0.697 0.1 0.0 0.0 0.479
O 1.374 -4.580 7.219 0.0 0.0 0.0 -0.452
C 2.025 -3.416 7.029 -0.1 0.0 -0.1 0.585
O 2.577 -2.875 7.938 0.1 0.1 0.1 -0.503
C 2.006 -2.822 5.644 -0.1 -0.1 0.0 0.871
C 3.023 -1.923 5.329 0.1 0.0 0.0 -0.811
C 3.043 -1.294 4.103 0.0 0.0 0.1 -0.539
C 2.019 -1.537 3.163 0.1 0.1 -0.1 0.243
S 2.026 -0.702 1.667 0.1 0.0 0.0 -0.061
C 0.999 -2.453 3.488 0.0 0.0 0.1 -0.207
C 0.999 -3.088 4.714 0.0 0.0 -0.1 -0.974
H 1.054 -4.950 6.389 0.0 0.0 -0.1 0.301
H 3.790 -1.733 6.068 0.0 0.0 0.0 0.447
H 3.833 -0.598 3.853 0.0 0.0 0.0 0.471
H 0.216 -2.645 2.764 0.0 0.0 0.0 0.341
H 0.183 -3.763 4.945 0.0 0.0 0.0 0.267
C -3.832 3.077 3.409 0.1 -0.1 0.0 -0.846
N -2.804 2.093 3.072 0.0 0.2 0.0 0.156
C -1.818 1.626 3.912 -0.1 0.0 0.0 -0.577
C -1.030 0.814 3.159 0.0 -0.1 -0.1 -0.366
N -1.521 0.779 1.868 0.2 0.2 0.2 -0.129
C -2.578 1.577 1.856 0.0 -0.3 0.1 -0.299
H -4.188 2.899 4.420 0.0 0.0 0.0 0.334
H -4.666 2.980 2.719 0.0 0.0 0.0 0.319
H -3.429 4.086 3.343 0.0 0.0 0.0 0.323
H -1.772 1.896 4.956 0.0 0.0 -0.1 0.453
H -0.164 0.251 3.459 0.0 0.0 -0.1 0.215
H -3.204 1.774 0.999 0.1 0.1 0.1 0.439